ORCA calculation (ωB97M-V/def2-TZVPD) on a structure of composition C42H56AsGeIrN2O3P2S4Sb.

Geometry as XYZ:
```
113
Properties=species:S:1:pos:R:3:forces:R:3
Ir -0.1268 -0.2822 -0.3760 -0.1 0.0 0.1
S 5.3357 1.9345 2.8582 0.0 0.0 0.0
Sb 5.1514 -0.0669 1.8008 0.0 0.0 -0.1
S 2.5633 -0.2542 1.7862 -0.1 0.1 0.1
S 2.1533 -0.6871 -0.1025 0.2 0.0 -0.1
S 5.7802 -0.3085 -0.3524 0.0 0.0 0.0
C -0.2901 0.1984 -3.7856 0.0 0.0 0.0
P 0.0166 1.0775 -2.2091 0.0 -0.1 0.0
C -1.3784 2.2419 -2.0506 0.0 0.0 0.0
N -1.3034 3.4740 -2.5611 0.1 0.0 -0.1
C -2.4452 4.2328 -2.4264 0.0 0.0 0.0
C -2.4438 5.5597 -2.8691 0.0 0.0 0.0
C -3.5778 6.3506 -2.7731 0.0 0.0 0.0
C -4.7465 5.8218 -2.2309 0.0 0.0 0.0
C -4.7711 4.5123 -1.7812 0.0 0.0 0.0
C -3.6326 3.6965 -1.8566 0.0 0.0 0.0
N -3.6839 2.4170 -1.3710 -0.1 -0.1 0.1
C -2.5220 1.7331 -1.4392 0.0 0.0 0.0
P -2.4134 0.0884 -0.7029 0.0 -0.1 -0.1
C -3.2959 -1.0288 -1.8581 0.0 0.1 0.0
C -3.5337 -0.0401 0.7794 0.0 0.0 0.0
C -3.4076 -1.4874 1.3099 0.0 0.0 0.0
C -3.0568 0.9560 1.8327 0.1 0.0 0.0
C -5.0091 0.2366 0.4620 0.0 0.0 0.0
C 1.5993 1.9906 -2.6105 0.0 0.0 0.0
C 2.6476 0.9636 -3.0650 0.0 -0.1 0.0
C 1.4436 3.0048 -3.7534 0.0 0.0 0.0
C 2.0937 2.7296 -1.3710 0.0 0.0 0.0
H -0.2643 0.8789 -4.6360 0.0 0.0 0.0
H -1.2723 -0.2644 -3.7436 0.0 0.0 0.0
H 0.4574 -0.5832 -3.9165 0.0 0.0 0.0
H -1.5259 5.9453 -3.2968 0.0 0.0 0.0
H -3.5554 7.3749 -3.1244 0.0 0.0 0.0
H -5.6374 6.4342 -2.1594 0.0 0.0 0.0
H -5.6681 4.0828 -1.3514 0.0 0.0 0.0
H -4.2499 -0.5692 -2.1164 0.0 0.0 0.0
H -3.4704 -1.9993 -1.3939 0.0 0.0 0.0
H -2.7215 -1.1788 -2.7683 0.0 0.0 0.0
H -2.5291 -2.0135 0.9300 -0.1 0.0 0.0
H -4.2909 -2.0703 1.0402 0.0 0.0 0.0
H -3.3247 -1.4683 2.3979 0.0 0.0 0.0
H -2.0195 0.7616 2.0991 0.0 0.0 0.0
H -3.6659 0.8419 2.7321 0.0 0.0 0.0
H -3.1621 1.9783 1.4608 0.0 0.0 0.0
H -5.4294 -0.5223 -0.1998 0.0 0.0 0.0
H -5.1449 1.2142 0.0083 0.0 0.0 0.0
H -5.5648 0.1895 1.4044 0.0 0.0 0.0
H 2.4346 0.5998 -4.0713 0.0 0.0 0.0
H 2.7513 0.1085 -2.3977 0.0 0.0 0.0
H 3.6218 1.4574 -3.0893 0.0 0.0 0.0
H 1.0336 2.5491 -4.6558 0.0 0.0 0.0
H 2.4437 3.3736 -4.0004 0.0 0.0 0.0
H 0.8010 3.8324 -3.4744 0.0 0.0 0.0
H 2.3034 2.0490 -0.5462 0.0 0.0 0.0
H 1.3471 3.4566 -1.0481 0.0 0.0 0.0
H 3.0180 3.2600 -1.6163 0.0 0.0 0.0
C -1.0363 4.3427 1.5934 0.0 0.0 0.1
As 0.1430 2.8510 1.8999 -0.1 0.1 0.0
C -0.2242 2.1495 3.6495 0.0 0.0 0.0
C 1.9209 3.5788 1.9784 0.0 -0.1 -0.1
O -0.1679 1.7952 0.6663 0.2 -0.1 0.0
H -0.9030 5.1139 2.3517 0.0 0.0 0.0
H -2.0608 3.9733 1.6072 0.0 0.0 0.0
H -0.8282 4.7455 0.6021 0.0 0.0 0.0
H 0.3634 2.6929 4.3894 0.0 0.0 0.0
H 0.0252 1.0886 3.6486 0.0 0.0 0.0
H -1.2868 2.2539 3.8596 0.0 0.0 0.0
H 1.9638 4.2703 2.8205 0.0 0.0 0.0
H 2.1543 4.1050 1.0565 -0.1 0.0 0.0
H 2.6504 2.7837 2.1221 0.0 0.0 0.1
O -0.7092 -0.9537 3.1482 0.0 0.0 0.0
C -0.4786 -1.8735 2.3652 0.0 0.1 0.3
O -0.2573 -1.7810 1.1089 -0.2 -0.1 -0.3
C -0.4181 -3.3143 2.8632 0.0 0.1 0.0
C -0.6490 -3.5009 4.3544 -0.1 0.0 0.1
Ge -2.4423 -3.2337 5.1237 0.1 -0.1 0.0
C -3.3754 -1.5138 5.0726 0.1 0.0 0.0
C -2.7084 -0.3541 5.4688 0.0 0.0 0.0
C -3.3915 0.8424 5.6181 0.0 0.0 0.0
C -4.7535 0.9085 5.3497 0.0 0.0 0.0
C -5.4259 -0.2306 4.9398 0.0 0.0 0.0
C -4.7407 -1.4337 4.8154 -0.1 -0.1 0.0
C -3.6120 -4.6327 4.3770 0.1 0.1 0.1
C -4.2797 -4.4691 3.1635 0.1 0.1 -0.1
C -5.0647 -5.4822 2.6302 0.0 0.0 0.0
C -5.1927 -6.6884 3.3026 0.0 0.0 0.0
C -4.5286 -6.8735 4.5065 0.0 0.0 0.0
C -3.7482 -5.8544 5.0351 0.0 0.0 0.1
C -2.2205 -3.6166 7.0474 0.0 0.0 -0.1
C -2.9806 -2.9416 8.0006 -0.1 0.0 0.0
C -2.8485 -3.2175 9.3544 0.0 0.0 0.0
C -1.9471 -4.1804 9.7833 0.0 0.0 0.0
C -1.1780 -4.8607 8.8505 0.0 0.0 0.0
C -1.3161 -4.5779 7.4991 0.1 0.0 -0.1
H 0.5816 -3.6655 2.5895 0.0 -0.1 0.0
H -1.1107 -3.9213 2.2728 0.0 0.1 0.0
H 0.0621 -2.9123 4.9368 0.0 0.1 0.0
H -0.4588 -4.5526 4.5970 0.0 0.0 0.0
H -1.6425 -0.3858 5.6566 0.0 0.0 0.0
H -2.8599 1.7294 5.9402 0.0 0.0 0.0
H -5.2841 1.8470 5.4522 0.0 0.0 0.0
H -6.4865 -0.1896 4.7242 0.0 0.0 0.0
H -5.2919 -2.3221 4.5294 0.0 0.0 0.0
H -4.1827 -3.5403 2.6127 0.0 0.0 0.1
H -5.5733 -5.3279 1.6865 0.0 0.0 0.0
H -5.8043 -7.4807 2.8895 0.0 0.0 0.0
H -4.6212 -7.8121 5.0393 0.0 0.0 0.0
H -3.2499 -6.0145 5.9851 0.0 0.0 0.0
H -3.6862 -2.1814 7.6835 0.0 0.0 0.0
H -3.4492 -2.6767 10.0754 0.0 0.0 0.0
H -1.8405 -4.3965 10.8389 0.0 0.0 0.0
H -0.4665 -5.6101 9.1750 0.0 0.0 0.0
H -0.6960 -5.1167 6.7908 0.0 0.0 0.0
```
Forces are in eV/Å.

Properties
Spin multiplicity   5
Net charge   -1
E   -242239.9701 eV
Energy above the lowest of the compared OMol25 structures with the same formula, charge and spin   2.7 kcal per mole
Gap between HOMO and LUMO (spin up / spin down)   5.165 / 5.872 eV
⟨S²⟩   6.041

Atomic partial charges in e from the Löwdin method, atoms 1 to 99: 0.698, -0.271, 0.153, -0.014, 0.099, -0.265, -0.218, 0.840, -0.438, 0.087, -0.238, -0.053, -0.129, -0.129, -0.051, -0.242, 0.082, -0.448, 0.882, -0.214, -0.646, -0.095, -0.091, -0.091, -0.681, -0.117, -0.099, -0.114, 0.045, 0.011, 0.043, 0.098, 0.086, 0.087, 0.097, 0.047, 0.045, 0.015, 0.058, 0.075, 0.059, 0.037, 0.074, 0.071, 0.067, 0.054, 0.082, 0.074, 0.004, 0.089, 0.066, 0.084, 0.053, 0.035, 0.066, 0.095, -0.184, 1.000, -0.192, -0.212, -0.632, 0.037, 0.027, 0.039, 0.042, 0.015, 0.025, 0.043, 0.030, -0.037, -0.009, -0.695, -0.314, -0.161, -0.258, 1.042, -0.291, -0.111, -0.097, -0.101, -0.094, -0.113, -0.254, -0.110, -0.087, -0.101, -0.095, -0.102, -0.261, -0.099, -0.092, -0.102, -0.096, -0.119, 0.119, 0.113, 0.080, 0.062, 0.107

ORCA calculation (ωB97M-V/def2-TZVPD) on a structure of composition C9H17LiO9.

Geometry as XYZ:
```
36
Properties=species:S:1:pos:R:3:forces:R:3
Li 0.4064 -0.5522 1.1801 -1.1 0.2 0.2
C -2.6376 1.9594 -0.5498 5.0 -2.2 1.7
C -3.2332 3.1582 -0.5235 -5.2 1.3 -1.7
C -2.5713 4.3981 0.0849 0.4 3.9 -0.6
O -2.9993 5.6023 -0.0215 -1.5 -1.9 -0.4
C -1.2899 4.3871 0.6270 1.6 -4.4 0.4
C -0.5803 3.1178 0.7107 -1.1 1.2 -0.4
C -1.3005 1.7609 0.1160 -2.9 2.9 -0.4
O -0.7697 0.6910 0.3297 1.2 -1.3 -0.3
O 0.5707 3.0090 1.1800 0.7 -0.5 0.0
O -4.4514 3.2008 -1.0501 2.7 1.1 1.4
H -3.1462 1.1045 -0.9703 0.0 -0.1 0.1
H -0.8188 5.3075 0.9393 0.0 0.0 0.1
O -0.9257 -1.5117 2.2962 1.9 -0.6 0.2
H -0.6123 -2.4370 2.2879 -0.6 0.3 -0.2
O 1.1026 -1.9157 4.3829 1.2 -0.5 1.1
H 0.5992 -1.8369 3.5725 -1.4 0.5 -1.0
H 1.6020 -1.1008 4.4354 -0.1 0.2 0.0
O 2.0857 0.6454 1.3086 0.7 -1.1 0.1
H 1.9385 1.5907 1.3389 -1.3 1.1 -0.2
H 2.8099 0.4957 1.9164 0.1 -0.2 0.2
O -1.8082 -2.4701 -0.4632 -0.4 -0.1 -0.6
H -1.9918 -3.4073 -0.3988 0.0 -0.2 0.2
H -0.8821 -2.4227 -0.7002 0.1 0.0 0.5
C 2.0634 -0.6945 -1.8726 -0.4 0.9 -2.5
C 1.0079 -1.7774 -1.6689 2.7 0.7 0.6
C 1.2648 -3.0649 -2.4039 0.1 -0.6 -0.6
O 1.2952 -2.0345 -0.2807 -2.2 -0.6 1.2
H 3.0625 -0.9982 -1.5602 -0.1 -0.1 0.3
H 1.7816 0.2771 -1.4668 0.0 -0.4 0.6
H 2.1625 -0.4665 -2.9339 0.1 0.0 -0.5
H 0.0111 -1.3932 -1.8858 0.0 0.1 0.8
H 2.3040 -3.3599 -2.2586 0.2 -0.1 0.0
H 1.1017 -3.0450 -3.4814 -0.1 0.4 -0.1
H 0.6472 -3.8792 -2.0249 -0.1 0.1 0.2
H 2.2017 -2.3378 -0.1918 0.0 0.1 -0.2
```
Forces are in eV/Å.

Properties
Spin multiplicity   1
Net charge   -2
E   -28241.0101 eV
Gap between HOMO and LUMO   4.143 eV

Need the Löwdin charges? In units of e they are: 0.630, -0.031, -0.400, -0.387, -0.109, -0.049, -0.334, -0.300, -0.081, -0.094, -0.161, 0.091, 0.082, -0.529, -0.128, -0.095, -0.058, 0.006, -0.093, 0.008, 0.036, -0.035, 0.027, -0.032, -0.056, -0.455, -0.059, -0.108, 0.082, 0.086, 0.072, 0.145, 0.077, 0.080, 0.078, 0.089